The following is a quantum chemistry calculation of an isolated ion of composition C11H16OP and charge +1, from the OMol25 dataset.

The value obtained for the HOMO energy is -12.767 eV. As for the net charge: +1. The LUMO energy is -3.17 eV. The HOMO-LUMO gap comes out at 9.60 eV.

```
29
Properties=species:S:1:pos:R:3:nbo_charge:R:1
C 4.5003 -0.3874 -0.3590 -0.1394
C 3.7827 -1.3126 0.3254 -0.2190
C 4.0207 0.9178 -0.6615 -0.2013
C 2.4723 -0.9720 0.5220 -0.1448
C 2.7039 1.1950 -0.4093 -0.1408
C 1.9041 0.2042 0.1804 -0.2338
C 0.4920 0.5751 0.4103 0.6498
C -2.3243 1.1145 -1.3085 -1.0153
C -3.2250 -1.5022 -0.2791 -0.9604
C -2.9018 0.7630 1.4608 -0.9493
C -0.5382 -0.6873 0.2098 -0.8900
O -0.0021 1.6559 0.6358 -0.5456
P -2.2001 -0.0782 -0.0014 1.6074
H 5.5252 -0.4948 -0.6184 0.2229
H 3.9583 -2.2893 0.6541 0.2353
H 4.7184 1.5894 -1.1730 0.2362
H 1.9587 -1.7476 1.0444 0.2075
H 2.3862 2.1635 -0.7178 0.2330
H -2.5467 0.8811 -2.4352 0.3022
H -1.3383 1.5112 -1.2021 0.2726
H -3.1116 1.9633 -0.9301 0.2804
H -3.0705 -2.1128 0.4852 0.2488
H -3.0476 -2.1579 -1.1238 0.2814
H -4.1847 -1.0557 -0.4417 0.2634
H -3.5601 1.6381 1.0488 0.2754
H -2.0831 1.2557 2.0913 0.3000
H -3.4700 0.0292 1.9752 0.2572
H -0.2403 -1.3290 -0.5841 0.2787
H -0.5783 -1.3302 1.2015 0.2876
```

The following is a quantum chemistry calculation of the molecule C11H16OSi, from the OMol25 dataset.

The value obtained for the HOMO energy (spin up / spin down) is -7.175 / -7.499 eV. The LUMO energy (spin up / spin down) is 0.18 / -0.01 eV. The HOMO-LUMO gap (spin up / spin down) comes out at 7.35 / 7.49 eV.

```
29
Properties=species:S:1:pos:R:3:nbo_charge:R:1
C 1.8249 0.1677 3.6915 -0.2354
C 1.6871 1.3711 3.0344 -0.1944
C 1.0270 -0.8882 3.2617 -0.1972
C 0.6650 1.4920 2.0663 -0.2246
C -0.0445 -0.8262 2.4417 -0.2043
C -0.0977 0.3635 1.7284 -0.0729
C -1.5979 1.4221 -0.2532 -0.4686
C -1.2379 0.3649 0.7757 -0.0889
C -0.5093 0.9261 -1.2386 -0.6266
C 1.2462 -1.2848 -2.1046 -1.1260
C -0.9208 -0.1673 -3.9764 -1.1173
O -1.4167 -1.8668 -1.3759 -1.0866
Si -0.5113 -0.6560 -2.1496 1.8376
H 2.7508 -0.0500 4.2579 0.2157
H 2.4674 2.0938 3.2477 0.2148
H 0.9394 -1.7522 3.9027 0.1992
H 0.4605 2.4745 1.6783 0.2124
H -0.7703 -1.6025 2.3718 0.2190
H -2.6154 1.3228 -0.6356 0.2088
H -1.4791 2.4049 0.1443 0.2121
H -1.5667 -0.6063 0.6438 0.1911
H 0.3844 1.4064 -1.0429 0.2012
H 1.2770 -2.3139 -2.4356 0.2441
H 1.8355 -0.5704 -2.6991 0.2342
H 1.6414 -1.0617 -1.1476 0.2439
H -1.9196 -0.5334 -4.1707 0.2309
H -1.0124 0.9642 -4.2611 0.2479
H -0.2042 -0.6499 -4.6001 0.2314
H -2.3026 -1.9442 -1.1554 0.4987
```

The following is a quantum chemistry calculation of C11H17B2N7Pd as an isolated structure, from the OMol25 dataset.

The value obtained for the HOMO energy (spin up / spin down) is -8.185 / -8.185 eV. The LUMO energy (spin up / spin down) is -0.84 / -5.47 eV. The expectation value of S² is 2.021. Its spin multiplicity is 3. The HOMO-LUMO gap (spin up / spin down) comes out at 7.35 / 2.72 eV.

```
38
Properties=species:S:1:pos:R:3:lowdin_spin:R:1
H 0.9247 2.2697 0.2855 0.0055
N 0.9278 0.9958 -1.4311 0.0882
B 0.3147 0.1593 -3.8341 -0.0003
N 0.7061 1.2509 -2.7858 0.0132
C 0.7877 2.5699 -2.9887 0.0087
Pd 2.2990 -0.1655 -0.4777 0.7707
H 0.7570 2.9773 -3.9883 0.0010
C 0.9083 3.2099 -1.7596 0.0071
H 0.9932 4.2599 -1.5956 0.0006
C 0.9354 2.2132 -0.7995 0.0155
H 0.4447 0.5669 -4.9473 -0.0001
C -1.3565 -0.3488 2.0281 0.0230
H -0.2936 -0.2154 2.3286 -0.0001
H -1.4715 -1.3794 1.6531 0.0023
H -1.5776 0.4636 1.3002 0.0015
N -1.1548 -0.2749 -3.5573 0.0000
N 1.3171 -0.9937 -3.5391 0.0064
N -1.4252 -0.8162 -2.3177 -0.0002
N 1.5145 -1.4591 -2.2198 0.0569
C -2.3150 -0.0991 -4.2309 0.0001
C 2.1544 -1.6385 -4.3638 0.0115
H -2.3697 0.3130 -5.2200 0.0000
H 2.2428 -1.3798 -5.4309 0.0010
C -3.3688 -0.5034 -3.4025 0.0001
C 2.8374 -2.5917 -3.6417 0.0037
C -2.7385 -0.9287 -2.2207 0.0002
C 2.4218 -2.4498 -2.3184 0.0093
H -4.4232 -0.4852 -3.6044 0.0000
H 3.5776 -3.2577 -4.0136 0.0002
H -3.2159 -1.2821 -1.3129 0.0000
H 2.6843 -3.0805 -1.4840 0.0009
H -2.0450 -0.3059 2.8108 0.0069
B 0.3151 0.4174 6.3726 0.2125
C -0.9584 0.3325 5.4120 0.1217
N -1.9673 0.3242 4.8440 0.3558
H -0.2365 0.8178 7.3910 0.1885
H 1.0966 1.2299 5.9026 0.0449
H 0.7568 -0.7167 6.4804 0.0428
```

The following is a quantum chemistry calculation of C11H17B2N7Sn as an isolated structure, from the OMol25 dataset.

The value obtained for the HOMO energy (spin up / spin down) is -22.426 / -22.426 eV. As for the net charge: +4. The LUMO energy (spin up / spin down) is -17.01 / -18.39 eV. The HOMO-LUMO gap (spin up / spin down) comes out at 5.42 / 4.03 eV.

```
38
Properties=species:S:1:pos:R:3:nbo_charge:R:1
C -0.2856 3.0347 -0.5583 0.0602
N -0.0956 1.8083 -1.0353 -0.5576
N 0.0758 1.7656 -2.3925 -0.2989
C -0.0146 3.0366 -2.7694 0.1479
C -0.2372 3.8397 -1.6552 -0.2500
B 0.2425 0.4913 -3.2770 0.4737
N 1.3901 -0.3887 -2.7169 -0.3254
N 1.5021 -0.6983 -1.3876 -0.5342
C 2.6011 -1.4892 -1.2316 0.0447
C 3.1894 -1.6569 -2.4681 -0.2620
C 2.4153 -0.9561 -3.3821 0.1118
Sn -0.0301 0.1151 -0.2039 2.2706
N -1.0802 -0.3285 -3.3435 -0.2554
N -1.6839 -0.8239 -2.2124 -0.3269
C -2.8384 -1.4027 -2.6609 0.0895
C -2.9585 -1.2639 -4.0589 0.0520
C -1.8171 -0.5769 -4.4518 0.1212
H -3.5071 -1.8798 -1.9612 0.2856
H -1.4680 -0.2472 -5.4256 0.3049
H -3.7578 -1.6202 -4.7012 0.3151
H 0.5206 0.8712 -4.3714 0.0618
H 2.5063 -0.8086 -4.4546 0.2883
H 0.0856 3.2652 -3.8221 0.2971
H 4.0971 -2.2256 -2.6911 0.3173
H -0.3534 4.9252 -1.6539 0.3228
H 2.8663 -1.8338 -0.2501 0.2543
H -0.4258 3.1744 0.4904 0.2731
H -0.8573 -1.5753 -0.3194 0.2346
C -0.2796 -1.8172 0.6521 -0.8878
H 0.6050 -2.3731 0.5189 0.3157
H 0.4934 -0.6934 1.3802 0.3755
H -0.9075 -1.8117 1.5097 0.2821
B -0.0061 -0.0046 4.8127 -0.4604
C 0.0031 -0.0046 3.3481 0.6039
N 0.0042 0.1492 2.0979 -0.7431
H 1.1158 -0.1414 5.2643 0.2805
H -0.6994 -0.9034 5.2496 0.4305
H -0.4446 1.0438 5.2526 0.2872
```

The following is a quantum chemistry calculation of C11H17BF4N3OReS as an isolated structure, from the OMol25 dataset.

The value obtained for the HOMO energy (spin up / spin down) is -18.177 / -18.194 eV. As for the net charge: +3. The LUMO energy (spin up / spin down) is -13.34 / -13.08 eV. The expectation value of S² is 0.803. Its spin multiplicity is 2. The HOMO-LUMO gap (spin up / spin down) comes out at 4.84 / 5.11 eV.

```
39
Properties=species:S:1:pos:R:3:lowdin_spin:R:1
Re 1.0210 0.2369 -2.2910 0.7841
N 2.9826 -0.3903 -3.3270 0.0003
N 4.1818 -0.0769 -2.6537 -0.0001
C 4.1813 0.4925 -1.4491 0.0074
N 5.2852 0.7712 -0.8030 0.0053
S 2.6641 0.8718 -0.6702 0.0114
H 2.9413 -1.4079 -3.5051 -0.0008
H 2.9794 0.0535 -4.2641 0.0005
H 5.0571 -0.2395 -3.1524 0.0000
H 6.2156 0.6079 -1.1739 0.0001
H 5.2498 1.1962 0.1158 -0.0001
C -2.6759 -1.6173 4.7685 0.0095
C -2.3896 -1.1829 3.4034 0.0370
C -1.3409 -1.7538 2.6583 0.0175
C -1.0265 -1.3348 1.3753 0.0005
C -0.0410 -2.1293 0.5967 -0.0003
C -1.7323 -0.2175 0.8134 0.0418
C -1.3658 0.3617 -0.4296 -0.0530
O -0.2830 0.2661 -1.0572 0.0137
C -2.8930 0.2918 1.5054 0.0056
C -3.7904 1.3262 0.9520 0.0001
C -3.1816 -0.2060 2.7701 0.0094
H -1.8107 -2.0732 5.2455 0.0006
H -3.4783 -2.3692 4.7651 0.0049
H -3.0828 -0.8059 5.3740 0.0015
H -0.7949 -2.5840 3.0862 0.0005
H 0.9609 -2.0624 1.0239 -0.0003
H -0.0021 -1.8548 -0.4590 0.0016
H -0.3153 -3.1843 0.6628 -0.0006
H -2.1218 0.9930 -0.9117 -0.0025
H -3.3271 1.9958 0.2363 0.0000
H -4.2223 1.9363 1.7458 0.0001
H -4.6519 0.8474 0.4676 0.0003
H -4.0407 0.1812 3.3001 0.0001
F 0.6810 0.3972 -4.0716 0.0947
B 1.0315 3.2159 -3.6895 0.0002
F 0.8508 4.1029 -4.5753 0.0001
F 2.1695 2.5374 -3.5505 0.0052
F 0.1135 2.8063 -2.8339 0.0037
```

The following is a quantum chemistry calculation of C11H17BN6OTi as an isolated structure, from the OMol25 dataset.

The value obtained for the HOMO energy (spin up / spin down) is -14.975 / -15.757 eV. As for the net charge: +2. The LUMO energy (spin up / spin down) is -8.00 / -8.11 eV. The expectation value of S² is 2.006. Its spin multiplicity is 3. The HOMO-LUMO gap (spin up / spin down) comes out at 6.98 / 7.65 eV.

```
37
Properties=species:S:1:pos:R:3:lowdin_spin:R:1
C -0.3799 2.9938 0.9050 0.0056
N -0.3704 1.8445 0.2663 0.0080
N 0.0618 2.0494 -1.0875 0.0054
C 0.1986 3.3893 -1.2454 0.0019
C -0.0386 4.0056 0.0160 -0.0014
B 0.2973 0.8064 -2.1665 0.0292
N 1.4688 -0.1555 -1.6601 0.0242
N 1.3079 -0.8699 -0.4663 -0.0019
C 2.3890 -1.6637 -0.2955 -0.0010
C 3.2679 -1.4372 -1.3585 -0.0003
C 2.6244 -0.5368 -2.2197 0.0069
Ti -0.4073 0.0641 -0.2407 0.8328
N -1.0486 -0.0773 -2.0411 0.0333
N -1.8581 -0.5646 -0.7952 0.0100
C -2.8241 -1.3547 -1.2650 0.0175
C -2.8782 -1.2686 -2.6603 -0.0011
C -1.7764 -0.4941 -3.0757 0.0156
H -3.3884 -1.9870 -0.6011 0.0004
H -1.4636 -0.1479 -4.0700 0.0022
H -3.6719 -1.6473 -3.3362 -0.0004
H 0.4933 1.1287 -3.2968 0.0100
H 2.9190 -0.1858 -3.1970 0.0003
H 0.4211 3.7991 -2.2111 0.0004
H 4.2408 -1.8562 -1.4725 0.0001
H 0.0462 5.0378 0.2676 -0.0002
H 2.4377 -2.3370 0.5427 0.0000
H -0.6451 2.9179 1.9623 0.0002
H -1.4558 -3.8707 1.9928 0.0612
C -1.0059 -3.7200 2.9780 0.8160
H -0.0045 -3.3760 2.7388 0.0605
H 1.6968 -0.3342 4.5553 0.0000
H -1.4465 -2.7720 3.3001 0.0587
C 0.1225 0.5704 3.8636 0.0025
O 1.1047 -0.4193 3.7959 0.0008
H -0.1965 0.7596 4.8741 0.0002
H -0.7112 0.2177 3.2734 0.0027
H 0.4730 1.4913 3.4304 0.0001
```

Number 1: largest force on an atom 0.090 hartree/bohr. Number 2: largest force on an atom 0.086 hartree/bohr. Number 3: largest force on an atom 0.084 hartree/bohr. Number 4: largest force on an atom 0.147 hartree/bohr. Number 5: largest force on an atom 0.126 hartree/bohr. Number 6: largest force on an atom 0.188 hartree/bohr.